## a
{
  "formula": "C3H6N2",
  "method": "ωB97M-V/def2-TZVPD",
  "homo_energy_ha": -0.397,
  "orbital_gap_ev": 11.65,
  "elements": ["C", "C", "N", "C", "N", "H", "H", "H", "H", "H", "H"],
  "xyz": [[-0.6595, 1.0349, -1.2804], [-0.0840, 0.3938, -0.0587], [-0.6369, -0.4490, 0.7147], [2.8339, -1.9335, 0.9648], [1.7433, -1.6721, 1.3108], [-0.0343, 0.7765, -2.1432], [-1.6842, 0.7029, -1.4712], [-0.6398, 2.1255, -1.1852], [0.9530, 0.6555, 0.1772], [0.7666, -1.3628, 1.4052], [-1.5956, -0.6646, 0.4377]]
}

## b
{
  "formula": "C3H6N2",
  "method": "ωB97M-V/def2-TZVPD",
  "homo_energy_ha": -0.331,
  "orbital_gap_ev": 9.61,
  "elements": ["C", "C", "C", "N", "N", "H", "H", "H", "H", "H", "H"],
  "xyz": [[-1.1344, 0.6436, -0.7150], [1.1437, -0.3852, 0.6002], [-0.1356, -0.0958, -1.3063], [0.9659, -0.4825, -0.6544], [1.9594, 0.0022, 1.4438], [1.8976, -0.3519, 2.3867], [-0.4366, -0.7354, 1.1740], [-0.2618, -0.5273, -2.2934], [-2.0152, 0.8788, -1.2976], [-0.8756, 1.4416, -0.0309], [-1.1074, -0.3882, 0.6928]]
}

## c
{
  "formula": "C3H6N2",
  "method": "ωB97M-V/def2-TZVPD",
  "smiles": "C=N/N=C\\C",
  "homo_energy_ha": -0.344,
  "orbital_gap_ev": 9.29,
  "elements": ["C", "C", "C", "H", "H", "H", "H", "H", "H", "N", "N"],
  "xyz": [[-1.8249, 0.1013, 0.6025], [-0.4297, -0.2789, 1.1963], [1.5233, 0.4956, -1.3474], [-1.3465, 0.1403, -0.4142], [-2.2082, 1.0971, 1.0464], [-2.5600, -0.7215, 0.6632], [-0.5335, -0.1490, 2.3071], [1.5543, 0.3508, -2.6633], [2.5243, 0.4681, -0.8559], [0.6294, -0.2676, 0.5110], [0.3644, -0.1743, -0.9098]]
}

## d
{
  "formula": "C3H6N2",
  "method": "ωB97M-V/def2-TZVPD",
  "smiles": "[H]/N=C/C(C)=N/[H]",
  "homo_energy_ha": -0.361,
  "orbital_gap_ev": 9.96,
  "elements": ["C", "C", "C", "N", "N", "H", "H", "H", "H", "H", "H"],
  "xyz": [[-0.0798, 1.3803, 0.1681], [-0.0730, 0.1768, -0.6106], [0.2458, -1.1075, 0.1530], [-0.1348, 1.4752, 1.4315], [-0.1888, 0.2849, -1.8985], [-0.2583, 2.1593, -0.5226], [0.1892, -1.0763, 1.2617], [-0.7097, -1.7290, -0.1959], [1.0059, -1.7967, -0.2305], [-0.1412, 2.4625, 1.7098], [-0.0099, -0.4206, -2.6158]]
}

Energy relative to the most stable one, in eV: a 0.000; b 2.167; c 2.930; d 0.151

## a
{
  "formula": "C3H6N2",
  "method": "ωB97M-V/def2-TZVPD",
  "homo_energy_ha": -0.397,
  "orbital_gap_ev": 11.64,
  "elements": ["C", "C", "N", "C", "N", "H", "H", "H", "H", "H", "H"],
  "xyz": [[1.6781, -0.6054, 0.1468], [0.2375, -0.3472, -0.1651], [-0.7770, -0.6360, 0.5439], [-2.4425, 2.4827, -1.0000], [-2.3091, 1.4477, -0.4635], [2.2197, 0.3469, 0.1341], [1.8070, -1.0747, 1.1271], [2.1296, -1.2414, -0.6219], [0.0336, 0.1813, -1.1038], [-2.0533, 0.5631, -0.0068], [-0.5236, -1.1171, 1.4092]]
}

## b
{
  "formula": "C3H6N2",
  "method": "ωB97M-V/def2-TZVPD",
  "smiles": "C=NN1CC1",
  "homo_energy_ha": -0.334,
  "orbital_gap_ev": 10.37,
  "elements": ["C", "C", "C", "H", "H", "H", "H", "H", "H", "N", "N"],
  "xyz": [[1.0102, -1.5256, -0.8705], [-0.2988, 0.4407, 1.0319], [-0.8536, 1.2808, -0.0190], [1.9931, -1.6454, -1.3401], [0.4669, -2.2226, -0.2224], [0.7897, 0.5778, 1.3331], [-0.9201, -0.0122, 1.8227], [-0.1206, 1.9788, -0.4806], [-1.8831, 1.6160, -0.0246], [0.4752, -0.3465, -0.9948], [-0.6588, -0.1418, -0.2357]]
}

Energy relative to the most stable one, in eV: a 0.000; b 1.485

## a
{
  "formula": "C3H6N2",
  "method": "ωB97M-V/def2-TZVPD",
  "smiles": "CCN=C=N",
  "homo_energy_ha": -0.365,
  "orbital_gap_ev": 10.81,
  "elements": ["C", "C", "C", "N", "N", "H", "H", "H", "H", "H", "H"],
  "xyz": [[1.6640, -0.0021, -0.3297], [-1.6018, 0.3475, -0.1297], [0.3695, -0.0741, 0.4371], [-0.5732, 0.9611, 0.0640], [-2.7105, 0.0668, -0.4882], [-3.2948, -0.2200, 0.2980], [-0.3579, -1.0262, 0.1831], [0.5065, -0.1441, 1.5187], [1.4941, 0.2027, -1.3900], [2.2318, -0.9307, -0.2302], [2.2723, 0.8190, 0.0668]]
}

## b
{
  "formula": "C3H6N2",
  "method": "ωB97M-V/def2-TZVPD",
  "smiles": "C1=NNCC1",
  "homo_energy_ha": -0.291,
  "orbital_gap_ev": 9.05,
  "elements": ["C", "C", "C", "H", "H", "H", "H", "H", "H", "N", "N"],
  "xyz": [[-0.9475, -0.3352, -0.4424], [0.6153, 0.0617, -0.7827], [1.1684, 0.3677, 0.6255], [-1.0273, -1.4701, -0.4679], [-1.6388, 0.2102, -1.1060], [0.6713, 1.0570, -1.4681], [1.2972, -0.6039, -1.3339], [2.2226, 0.4266, 0.9257], [-1.6782, -0.1473, 1.5509], [0.2465, 0.3808, 1.5529], [-0.9297, 0.0525, 0.9460]]
}

## c
{
  "formula": "C3H6N2",
  "method": "ωB97M-V/def2-TZVPD",
  "homo_energy_ha": [-0.288, -0.261],
  "orbital_gap_ev": [8.75, 7.64],
  "elements": ["C", "C", "C", "N", "N", "H", "H", "H", "H", "H", "H"],
  "xyz": [[0.9003, 0.7313, 0.2657], [1.4428, -0.5067, -0.1662], [-0.5689, 0.4182, 0.2185], [-1.4855, -0.0420, -0.7425], [-1.5807, -0.3413, 0.7084], [1.2132, 1.1030, 1.2039], [1.1169, 1.3841, -0.5662], [1.1858, -0.6634, -1.1260], [1.5112, -1.4258, 0.3952], [-2.1753, 0.6798, -1.1115], [-1.5598, -1.3371, 0.9206]]
}

## d
{
  "formula": "C3H6N2",
  "method": "ωB97M-V/def2-TZVPD",
  "smiles": "C=NN1CC1",
  "homo_energy_ha": -0.324,
  "orbital_gap_ev": 9.90,
  "elements": ["C", "C", "C", "H", "H", "H", "H", "H", "H", "N", "N"],
  "xyz": [[2.1373, 0.0673, -0.1327], [-1.2355, -0.7600, -0.0233], [-1.0718, 0.7341, 0.1943], [2.9445, -0.2360, 0.6228], [2.1264, 0.5896, -1.1615], [-1.0463, -1.4302, 0.7946], [-2.0207, -0.9172, -0.8274], [-0.8129, 1.1776, 1.2022], [-1.9259, 1.3014, -0.4739], [0.9628, -0.3905, 0.3417], [-0.0578, -0.1362, -0.5368]]
}

Energy relative to the most stable one, in eV: a 0.000; b 0.168; c 4.438; d 2.097

## a
{
  "formula": "C9H12N2O2",
  "method": "ωB97M-V/def2-TZVPD",
  "smiles": "COc1ccc(/N=C(/C)NO)cc1",
  "homo_energy_ha": -0.270,
  "orbital_gap_ev": 8.20,
  "elements": ["C", "C", "C", "C", "C", "C", "C", "C", "C", "H", "H", "H", "H", "H", "H", "H", "H", "H", "H", "H", "H", "N", "N", "O", "O"],
  "xyz": [[2.0364, 3.7552, 1.2326], [1.1630, 1.8568, 0.1471], [1.2256, 0.9091, -0.8890], [0.2086, 0.0295, -1.0697], [-0.8118, -0.0848, -0.1182], [-0.7848, 0.7940, 0.9394], [0.1162, 1.7636, 1.0768], [-1.5604, -2.1197, -0.5652], [-2.4792, -2.9034, -1.3491], [1.1900, 4.4443, 1.0569], [3.0451, 4.2809, 1.2061], [2.0422, 3.2748, 2.2350], [2.0400, 0.9623, -1.5289], [0.1954, -0.7362, -1.8746], [-1.7278, 0.8009, 1.4965], [0.0909, 2.4704, 1.8368], [-3.0595, -2.1057, -1.8976], [-1.8618, -3.3862, -2.1496], [-3.1318, -3.5281, -0.8188], [-0.6497, -3.8041, -0.0999], [1.2170, -1.9477, 0.1748], [-1.8574, -0.9725, -0.0937], [-0.3518, -2.8800, -0.3909], [2.1976, 2.7493, 0.2802], [0.4765, -2.4693, 0.6358]]
}

## b
{
  "formula": "C9H12N2O2",
  "method": "ωB97M-V/def2-TZVPD",
  "smiles": "C/C1=C(C)/C(C)=C/NC(=O)NC1=O",
  "homo_energy_ha": -0.349,
  "orbital_gap_ev": 9.75,
  "elements": ["C", "C", "C", "C", "C", "C", "C", "C", "C", "N", "N", "O", "O", "H", "H", "H", "H", "H", "H", "H", "H", "H", "H", "H", "H"],
  "xyz": [[-0.0641, 1.1541, -0.3206], [-1.1526, 0.1838, -0.1907], [0.7921, -1.5352, 0.2476], [2.7180, 0.3527, 0.2113], [0.8630, 0.8418, -1.2762], [-0.6300, -1.0767, -0.0976], [0.2596, 2.0372, 0.8720], [-2.6253, 0.5584, -0.1687], [-1.6045, -2.2524, -0.2340], [1.9239, -0.7311, 0.5954], [2.1628, 1.0502, -0.8425], [0.9460, -2.7297, 0.2198], [3.8194, 0.5430, 0.7307], [0.5924, 0.0412, -2.0185], [-0.5441, 2.5710, 1.1519], [1.1194, 2.6501, 0.9443], [0.3436, 1.3932, 1.7846], [-3.1268, 0.0331, 0.6728], [-3.1838, 0.3543, -1.0732], [-2.8243, 1.7017, 0.1564], [-2.6384, -1.8078, -0.2612], [-1.3039, -2.9925, 0.4593], [-1.3735, -2.5941, -1.2424], [2.6335, -1.3126, 1.1365], [2.8976, 1.5663, -1.4571]]
}

Energy relative to the most stable one, in eV: a 1.456; b 0.000

## a
{
  "formula": "C5H9NS",
  "method": "ωB97M-V/def2-TZVPD",
  "smiles": "N[C@]12CCS[C@@H]1C2",
  "homo_energy_ha": -0.317,
  "orbital_gap_ev": 9.54,
  "elements": ["C", "C", "C", "C", "C", "H", "H", "H", "H", "H", "H", "H", "H", "H", "N", "S"],
  "xyz": [[-0.6779, -0.0582, 0.0441], [0.2734, -0.7902, 0.9351], [1.7586, -0.1611, 0.3582], [-0.1034, -0.0539, -1.3990], [-1.6040, -0.0352, -1.1309], [0.1115, 1.5780, 0.8956], [-1.3555, 1.5186, 1.2470], [0.2809, -0.4931, 1.9553], [0.4021, -1.9661, 0.8706], [2.2964, -1.0852, -0.0204], [2.4736, 0.1562, 1.2116], [0.0976, -1.0258, -1.5615], [-2.3157, -0.8750, -1.5921], [-2.2437, 0.9223, -1.1008], [-0.7968, 1.3311, 0.4556], [1.4030, 1.0379, -1.1684]]
}

## b
{
  "formula": "C5H9NS",
  "method": "ωB97M-V/def2-TZVPD",
  "homo_energy_ha": -0.303,
  "orbital_gap_ev": 8.88,
  "elements": ["C", "C", "C", "C", "C", "N", "S", "H", "H", "H", "H", "H", "H", "H", "H", "H"],
  "xyz": [[-1.5339, 1.7456, -0.1320], [-0.4639, 0.8945, -0.1039], [1.2982, -0.3135, 1.0332], [-0.2675, -1.6475, -0.3579], [-0.1004, -0.3706, 0.4948], [0.3957, 1.6757, -1.0191], [-0.8810, 2.8497, -1.3713], [-2.4498, 1.6762, 0.2914], [1.4732, -1.2739, 1.5057], [1.4920, 0.6287, 1.7269], [2.0185, -0.1281, 0.1963], [0.6194, -1.9027, -0.9281], [-1.0531, -1.7625, -1.1579], [-0.4094, -2.5932, 0.1842], [-0.7972, -0.5014, 1.4831], [0.6592, 1.0231, -1.8453]]
}

Energy relative to the most stable one, in eV: a 1.906; b 0.000

## a
{
  "formula": "C2H4O2S",
  "method": "ωB97M-V/def2-TZVPD",
  "homo_energy_ha": -0.355,
  "orbital_gap_ev": 8.56,
  "elements": ["C", "C", "O", "O", "S", "H", "H", "H", "H"],
  "xyz": [[0.2875, -0.5766, 0.2991], [0.1485, 0.5371, -0.4008], [-3.8505, -0.8534, 1.0058], [-1.6819, 0.0715, 1.6572], [-2.8032, -0.7908, 1.9573], [0.1600, -1.5790, -0.0546], [0.6540, -0.4193, 1.3044], [0.2657, 1.4543, 0.1282], [-0.2866, 0.7882, -1.4297]]
}

## b
{
  "formula": "C2H4O2S",
  "method": "ωB97M-V/def2-TZVPD",
  "smiles": "O=C(O)CS",
  "homo_energy_ha": -0.347,
  "orbital_gap_ev": 9.58,
  "elements": ["C", "C", "H", "H", "H", "H", "O", "O", "S"],
  "xyz": [[-0.6182, 0.5235, -0.4484], [0.1381, -0.7883, -0.5673], [1.2145, 0.9076, 1.1939], [0.0984, 1.3756, -1.0773], [-1.6905, 0.6448, -0.7377], [0.1982, -1.3178, 1.5696], [0.6932, -1.3796, 0.4653], [0.2731, -1.1749, -1.6345], [-0.3069, 1.2090, 1.2364]]
}

## c
{
  "formula": "C2H4O2S",
  "method": "ωB97M-V/def2-TZVPD",
  "smiles": "S=C1CO1.O",
  "homo_energy_ha": -0.341,
  "orbital_gap_ev": 9.49,
  "elements": ["C", "C", "O", "O", "S", "H", "H", "H", "H"],
  "xyz": [[-0.5086, -1.2813, -0.7841], [-0.5772, 0.1114, -1.0545], [0.5537, -0.5880, -1.4349], [1.0378, 0.9367, 1.9536], [-1.2203, 1.5061, -1.0682], [-0.0717, -1.6808, 0.0980], [-1.0449, -1.9886, -1.3967], [1.3573, 1.4537, 1.1897], [0.4739, 1.5308, 2.4971]]
}

## d
{
  "formula": "C2H4O2S",
  "method": "ωB97M-V/def2-TZVPD",
  "homo_energy_ha": -0.368,
  "orbital_gap_ev": 9.62,
  "elements": ["C", "C", "O", "O", "S", "H", "H", "H", "H"],
  "xyz": [[0.1959, -1.0631, -0.2716], [1.1348, -1.6617, 0.3579], [-1.5409, 0.5679, -1.3516], [-0.4918, 2.5976, 0.4170], [-1.0192, -0.7996, -1.2632], [-0.9600, 2.1064, -0.3776], [2.0909, -1.7649, -0.1059], [1.0686, -2.0093, 1.4269], [-0.4783, 2.0269, 1.1681]]
}

Energy relative to the most stable one, in eV: a 0.000; b 0.454; c 0.303; d 0.935

## a
{
  "formula": "C5H11BrN",
  "method": "ωB97M-V/def2-TZVPD",
  "total_charge": 1,
  "smiles": "CC[N+](=CBr)CC",
  "homo_energy_ha": -0.563,
  "orbital_gap_ev": 10.08,
  "elements": ["C", "C", "C", "C", "C", "N", "Br", "H", "H", "H", "H", "H", "H", "H", "H", "H", "H", "H"],
  "xyz": [[1.6315, 0.7426, -0.7609], [0.8919, -2.0360, -0.0803], [-1.3516, 1.9264, 0.1305], [0.0019, -0.8733, -0.5647], [-0.1414, 1.2388, 0.8407], [0.5112, 0.4268, -0.1841], [2.6167, 2.3387, -0.3910], [1.8985, 0.4418, -1.7476], [1.8486, -2.1482, -0.5620], [1.0430, -1.9370, 1.0278], [0.4115, -2.9394, -0.2222], [-1.1430, 2.7284, -0.5687], [-1.9582, 1.1232, -0.3535], [-2.2051, 2.3718, 0.6613], [-1.1303, -0.8912, -0.1442], [-0.1001, -0.8420, -1.7193], [-0.3125, 0.7062, 1.7779], [0.6038, 1.9885, 1.0711]]
}

## b
{
  "formula": "C5H11BrN",
  "method": "ωB97M-V/def2-TZVPD",
  "total_charge": 1,
  "homo_energy_ha": [-0.509, -0.472],
  "orbital_gap_ev": [8.86, 8.06],
  "elements": ["C", "C", "C", "C", "C", "N", "Br", "H", "H", "H", "H", "H", "H", "H", "H", "H", "H", "H"],
  "xyz": [[-1.1603, -2.7550, 0.0794], [-1.4652, -0.5321, -0.0342], [-0.5252, 1.3289, -1.0216], [0.9104, -0.3257, -0.0040], [-0.3605, 1.1806, 1.3820], [-0.3672, 0.4030, 0.1265], [-3.0936, -0.1249, 0.7013], [-2.1296, -3.1758, -0.1111], [-0.2964, -3.0786, -0.4733], [0.2684, 2.0732, -1.0106], [-0.4821, 0.7706, -1.9560], [-1.4878, 1.8359, -0.9650], [0.9053, -0.9098, -0.9221], [1.7357, 0.3826, -0.0359], [1.0392, -0.9994, 0.8409], [-0.3429, 0.5097, 2.2387], [0.5239, 1.8153, 1.4096], [-1.2423, 1.8151, 1.4489]]
}

Energy relative to the most stable one, in eV: a 0.000; b 5.132